[1]
Below is a molecular structure, C11H23BCaCl5CsF4MgN5O9 in a non-equilibrium geometry, with properties calculated with the ωB97M-V functional and the def2-TZVPD basis.

Geometry as XYZ:
```
61
Properties=species:S:1:pos:R:3:lowdin_charge:R:1
C 1.19367 -0.92616 -6.26135 -0.158
C 1.45754 0.14528 -5.13980 -0.527
O 1.79902 -0.31433 -4.03990 -0.117
N 1.29493 1.51824 -5.20473 -0.101
C 1.59897 2.14053 -6.53700 -0.149
C 1.91813 2.10762 -4.04025 -0.238
O 3.27874 2.12147 -4.20433 -0.114
N 4.00641 1.53434 -3.00042 0.057
O 4.49743 0.54200 -3.25476 0.142
H 0.70456 -0.50652 -7.20759 -0.404
H 2.11256 -1.41674 -6.56894 0.120
H 0.56839 -1.71912 -5.84802 0.103
H 0.63110 2.41539 -7.00547 -0.033
H 2.17617 3.04485 -6.47724 0.115
H 2.14077 1.47290 -7.20962 0.079
H 1.54422 3.11310 -3.93475 0.102
Mg 0.01048 -0.06458 -3.11217 1.275
C -0.56645 0.42441 0.75284 -0.518
O -0.77729 1.20606 -0.18260 -0.023
N -1.38067 0.26910 1.77610 -0.257
C -1.05328 -0.60531 2.91021 -0.156
C -2.62985 1.01955 1.67266 0.020
H 0.36028 -0.20359 0.83399 0.148
H -1.85078 -1.46376 2.99186 -0.152
H -1.06325 -0.02488 3.85117 0.087
H -0.06564 -1.06158 2.76597 0.082
H -3.12497 0.69517 0.75423 0.090
H -2.42660 2.09631 1.58231 0.102
H -3.28556 0.83539 2.51733 0.123
B -4.09863 1.47231 -1.43606 -1.242
F -3.59863 2.56621 -0.69001 0.081
F -2.99575 0.88435 -2.15344 0.016
F -4.57181 0.50766 -0.51788 0.089
F -5.07831 1.86973 -2.30179 0.158
Cl -3.10493 -2.79451 3.13514 -0.207
O -3.24561 -3.28459 6.48398 -0.099
H -3.27660 -3.67990 5.60060 -0.044
H -3.68032 -3.92306 7.05661 0.035
Cs -0.20229 0.54732 -7.89439 1.749
Ca 0.49259 1.90299 2.55530 1.624
C 1.41017 -1.62391 5.31056 -0.382
O 1.10029 -0.49916 5.72149 -0.118
N 0.86487 -2.74551 5.73445 -0.169
C 1.25981 -4.04687 5.22137 -0.033
C -0.17880 -2.67771 6.75841 -0.015
H 2.18458 -1.77978 4.53807 0.130
H 0.40059 -4.54089 4.76813 0.098
H 1.63899 -4.66826 6.03201 0.097
H 2.04022 -3.93201 4.47216 0.082
H -1.02124 -2.09213 6.40342 0.081
H 0.21913 -2.20638 7.65676 0.095
H -0.52110 -3.67864 6.98973 0.088
C 1.43489 2.72307 7.67630 -2.038
Cl 0.80596 4.28624 8.14860 0.575
Cl 1.06544 2.46545 5.91600 0.426
Cl 3.17297 2.67244 7.87947 0.572
Cl 0.66821 1.45084 8.58271 0.601
N 0.94025 1.61103 -12.72282 -0.663
O 1.25389 2.58686 -11.99865 -0.118
O 1.28225 1.55504 -13.89806 -0.027
O 0.26989 0.67663 -12.20791 -0.142
```

## Properties
Largest force on an atom (eV/A): 14.3
HOMO level (Eh): -0.30327
Kohn-Sham gap (Eh): 0.057
Total charge: +1
Electronic energy (eV): -136227.798
LUMO (eV): -6.71
2S+1: 1

***

[2]
Below is a molecular structure, C11H23BGdNO4S2 in a non-equilibrium geometry, with properties calculated with the ωB97M-V functional and the def2-TZVPD basis.

Geometry as XYZ:
```
43
Properties=species:S:1:pos:R:3:mulliken_spin:R:1
C 0.22604 2.80525 3.92434 0.001
C -1.13142 3.24845 4.48664 -0.001
C -2.28297 2.93194 3.52386 0.059
C -2.79418 1.47986 3.69708 0.001
N -3.04087 0.83979 2.42135 0.760
B -1.88798 0.24034 1.59600 0.001
S -2.51111 -1.25974 0.55557 -0.063
C -2.31979 -0.74196 -1.15306 0.399
C -1.33798 -1.66374 -1.89239 0.026
O -1.41203 -2.85638 -1.82012 0.003
O -0.44243 -0.98361 -2.64489 -0.012
C 0.95053 -1.23953 -2.29931 -0.009
C 1.77590 -0.93297 -3.54351 -0.001
C 2.29605 0.51433 -3.58670 0.000
O 2.82596 -1.89928 -3.76635 0.000
C 3.52916 -2.28457 -2.68511 0.000
O 4.13799 -1.56148 -1.94854 0.000
C 3.51293 -3.80140 -2.49376 0.000
S 4.89255 -4.56057 -3.32769 0.000
H 0.26537 2.94129 2.84546 -0.001
H 0.42380 1.75613 4.14306 0.001
H 1.02418 3.37378 4.39282 0.001
H -1.12009 4.31669 4.67850 0.001
H -1.30037 2.70657 5.41633 -0.001
H -1.94916 3.07426 2.49730 -0.005
H -3.11040 3.61275 3.71027 0.006
H -2.04575 0.90942 4.24999 0.035
H -3.70459 1.48471 4.28936 0.002
H -3.81475 0.17842 2.49910 -0.028
H -1.37281 1.08118 0.88616 0.061
H -1.04099 -0.18329 2.34322 0.090
H -3.28967 -0.91796 -1.67111 0.338
H -1.95244 0.28297 -1.24933 -0.100
H 1.21309 -0.60113 -1.45853 0.000
H 1.02337 -2.28119 -1.98825 -0.001
H 1.10409 -1.05790 -4.38694 0.000
H 1.86332 1.02779 -4.44141 0.000
H 3.37511 0.51911 -3.67949 0.000
H 1.97924 1.06583 -2.70541 0.000
H 2.63389 -4.22898 -2.97140 0.000
H 3.51218 -4.04898 -1.43324 0.000
H 5.85483 -3.66827 -3.02478 0.000
Gd -4.55779 0.38208 -1.98511 5.439
```

## Properties
Largest force on an atom (eV/A): 2.4
HOMO level (spin up / spin down) (Eh): -0.45628 / -0.45628
Kohn-Sham gap (spin up / spin down) (Eh): 0.113 / 0.088
Total charge: +2
Electronic energy (eV): -64617.834
LUMO (spin up / spin down) (eV): -9.33 / -10.01
2S+1: 8
<S²>: 15.780

***

[3]
Below is 5 unconnected molecules or ions with the total composition C11H23BNO18S4 in a non-equilibrium geometry, with properties calculated with the ωB97M-V functional and the def2-TZVPD basis.

Geometry as XYZ:
```
58
Properties=species:S:1:pos:R:3:lowdin_charge:R:1
C -1.98749 1.45649 6.58893 -0.151
O -1.68087 1.51885 7.98061 -0.263
C -0.97584 0.32695 8.41057 -0.236
B 0.52161 0.13233 7.74845 -0.494
N 0.53069 -1.25060 6.92960 0.122
C 0.48056 -1.03043 5.74469 -0.420
O 0.31014 -0.59057 4.64065 0.032
H -2.08336 0.39272 6.25689 0.088
H -2.93021 2.00687 6.36843 0.074
H -1.16357 1.97440 6.04852 0.074
H -1.64846 -0.55889 8.25344 0.090
H -0.86185 0.42796 9.52210 0.084
H 1.40618 0.18288 8.56423 0.023
H 0.76873 0.98938 6.92095 0.046
C 0.95946 0.61041 2.11301 -0.163
C 2.23975 1.40495 2.22214 -0.142
O 2.83575 1.32395 0.91939 -0.254
S 1.67158 1.25582 -0.18826 0.617
O 1.46506 2.56610 -0.71210 -0.230
O 1.90729 0.12251 -1.02693 -0.250
O 0.45204 0.91093 0.79885 -0.188
H 1.15129 -0.46095 2.17028 0.128
H 0.23637 0.88673 2.87401 0.121
H 2.91351 1.00622 2.97749 0.144
H 2.03527 2.45696 2.43674 0.135
C -0.39006 -1.19294 -2.59135 -0.164
C -0.05136 -0.49343 -3.88815 -0.161
O -0.76156 -1.22929 -4.89381 -0.192
S -2.13128 -1.80155 -4.26466 0.633
O -3.19331 -0.91459 -4.61243 -0.240
O -2.19408 -3.19808 -4.51886 -0.215
O -1.77042 -1.56684 -2.71526 -0.177
H 0.19856 -2.10442 -2.46774 0.140
H -0.24416 -0.55124 -1.72820 0.109
H 1.01590 -0.49097 -4.09371 0.137
H -0.42350 0.53408 -3.89252 0.136
C 6.59259 -2.52856 -0.28740 -0.174
C 5.30673 -3.01336 -0.92913 -0.175
O 4.32475 -2.91903 0.10290 -0.183
S 4.68180 -1.66996 1.06669 0.661
O 3.90723 -0.54268 0.65943 -0.223
O 4.70896 -2.13351 2.40922 -0.204
O 6.20170 -1.44807 0.56097 -0.184
H 7.04188 -3.30639 0.33505 0.132
H 7.31940 -2.18931 -1.02303 0.133
H 5.38297 -4.03584 -1.29297 0.134
H 5.00130 -2.35760 -1.74897 0.133
C -4.72849 2.55661 -6.10528 -0.164
C -4.63761 1.10185 -6.51687 -0.167
O -5.95106 0.77220 -6.98661 -0.185
S -6.61505 2.07542 -7.66179 0.618
O -6.43380 1.99849 -9.07172 -0.229
O -7.88889 2.29030 -7.06770 -0.225
O -5.57929 3.16782 -7.08202 -0.194
H -5.20170 2.66248 -5.12637 0.135
H -3.75553 3.04338 -6.09048 0.135
H -4.34816 0.45447 -5.69348 0.095
H -3.93811 0.96859 -7.34642 0.137
```

## Properties
Largest force on an atom (eV/A): 2.6
HOMO level (Eh): -0.17870
Kohn-Sham gap (Eh): 0.236
Total charge: -1
Electronic energy (eV): -94139.443
LUMO (eV): 1.57
2S+1: 1

***

[4]
Below is a molecular structure, C11H23BrNO2P2Pd in a non-equilibrium geometry, with properties calculated with the ωB97M-V functional and the def2-TZVPD basis.

Geometry as XYZ:
```
41
Properties=species:S:1:pos:R:3:mulliken_spin:R:1
Pd -0.08420 0.19123 -0.26288 0.571
P 1.93768 -0.89029 0.13633 0.100
C 2.09701 -1.64179 -1.45344 0.482
C 0.97503 -1.79729 -2.27524 -0.013
N -0.21992 -1.30520 -1.83373 0.217
C -1.41435 -1.54586 -2.36290 -0.024
C -1.47281 -2.31847 -3.53041 0.181
C -0.28218 -2.73648 -4.12808 -0.064
C 0.93965 -2.39613 -3.55746 0.206
C -2.64785 -0.83469 -1.80375 -0.004
P -2.26030 0.66909 -0.85170 0.063
H 1.87296 -2.53685 -4.08430 0.006
H -2.45218 -2.49310 -3.96186 0.007
H -0.33420 -3.31083 -5.06642 -0.002
H -3.28723 -0.58691 -2.66921 0.001
H -3.22903 -1.50676 -1.14238 0.002
H 3.88218 2.68299 -3.21944 0.000
H 3.05641 -1.84520 -1.90329 0.004
H 0.37873 3.50086 -1.65354 0.000
O 2.92444 2.83112 -3.31526 0.000
H 2.82717 2.78262 -4.25042 0.000
H -0.07250 1.19509 1.04315 -0.126
O 0.15579 4.20474 -1.05362 0.000
H 0.78774 4.09531 -0.31802 0.000
C -2.44652 2.05289 -2.03409 0.004
H -3.48563 2.13134 -2.39331 0.002
H -2.14922 2.98781 -1.53782 0.000
H -1.77108 1.89550 -2.88817 -0.001
C -3.60400 0.93664 0.33350 0.002
H -3.25269 1.59752 1.13694 0.000
H -4.47476 1.40404 -0.15806 0.002
H -3.91333 -0.02000 0.77640 -0.001
C 2.01246 -2.31857 1.24689 0.035
H 3.01219 -2.75517 1.18640 0.003
H 1.78502 -2.06685 2.28579 0.004
H 1.30055 -3.06294 0.88733 0.000
C 3.13504 0.36103 0.74173 0.020
H 2.73681 0.79343 1.68589 0.001
H 4.13528 -0.07049 0.95070 0.004
H 3.26108 1.20867 0.02925 0.000
Br -0.26557 1.92346 2.45872 0.317
```

## Properties
Largest force on an atom (eV/A): 2.2
Relative energy (zero: lowest compared OMol25 entry of this formula, charge and spin) (kJ/mol): 120.7
HOMO level (spin up / spin down) (Eh): -0.39451 / -0.44476
Kohn-Sham gap (spin up / spin down) (Eh): 0.290 / 0.254
Total charge: +1
Electronic energy (eV): -109459.130
LUMO (spin up / spin down) (eV): -2.84 / -5.18
2S+1: 3
<S²>: 2.050

***

- What is the largest force on an atom in the fourth record?
  2.2 eV/A